19
Properties=species:S:1:pos:R:3 method="wB97M-V/def2-TZVPD" charge=+1 e_above_lowest_kj_mol=286.4 homo_energy_ha=-0.454
C 1.6199 -1.9578 0.0923
C -0.6837 -2.1961 -0.2055
C 2.0082 -0.6529 0.1933
C -2.3453 -0.6438 0.0643
C 1.5991 1.6176 -0.0330
N 0.4662 -2.6340 -0.1234
N -1.1410 -0.8985 -0.0067
N -2.7045 0.5626 0.3544
O 1.1470 0.3115 -0.1503
H 2.3470 -2.7442 0.1922
H -1.6112 -2.7594 -0.3749
H 2.9632 -0.3368 0.3285
H -3.0354 -1.4340 -0.0338
H 2.3641 1.8769 -0.8106
H 2.0179 1.7317 0.9669
H 0.9163 2.3360 -0.2936
H -0.3484 -0.2250 0.0103
H -3.6754 0.7228 0.3938
H -2.1333 1.5060 0.3182